112
Properties=species:S:1:pos:R:3 method="wB97M-V/def2-TZVPD" de_lowest_kj_mol=116.8 homo_ev=-6.28 homo_lumo_gap_ha=0.20196 max_force_ev_per_a=3.4
Mg -1.784 0.863 0.195
C 1.723 3.346 2.941
N 0.841 2.158 2.772
C 0.504 1.478 1.591
N -0.433 0.557 1.783
C -0.775 0.627 3.147
C -0.068 1.661 3.761
C -0.128 2.204 5.119
C -0.219 3.631 5.297
C -0.215 4.151 6.581
C -0.167 3.332 7.707
C -0.193 1.936 7.506
C -0.178 1.388 6.256
C -1.826 -0.211 3.650
C -2.695 0.065 4.786
C -3.525 -0.905 5.265
C -3.522 -2.186 4.602
C -2.643 -2.459 3.536
C -1.779 -1.477 3.068
P 1.576 1.529 0.111
C 2.582 -0.009 -0.052
N 2.141 -1.183 -0.455
C 3.350 -1.974 -0.514
C 4.450 -1.239 -0.104
N 3.960 0.028 0.169
C 4.679 1.262 0.318
C 5.866 -1.677 -0.056
C 6.325 -2.572 -0.978
C 7.567 -3.194 -0.843
C 8.387 -2.803 0.218
C 8.027 -1.736 1.039
C 6.710 -1.314 0.979
C 3.103 -3.342 -0.787
C 1.943 -3.709 -1.476
C 1.581 -5.024 -1.731
C 2.435 -6.017 -1.198
C 3.580 -5.658 -0.471
C 3.951 -4.349 -0.301
C 0.302 1.400 -1.252
N -0.634 0.456 -1.426
C -0.965 0.503 -2.817
C -0.237 1.526 -3.416
N 0.579 2.066 -2.433
C 1.411 3.292 -2.572
C -0.394 2.241 -4.717
C -0.090 1.676 -5.967
C -0.373 2.355 -7.136
C -0.839 3.701 -7.044
C -0.972 4.342 -5.815
C -0.815 3.591 -4.638
C -1.919 -0.453 -3.397
C -2.091 -1.721 -2.808
C -2.956 -2.666 -3.274
C -3.865 -2.277 -4.292
C -3.631 -1.079 -5.045
C -2.683 -0.153 -4.537
H 2.536 3.266 2.172
H 1.163 4.290 2.821
H 2.193 3.354 3.963
H -0.338 4.298 4.405
H -0.086 5.222 6.617
H -0.093 3.806 8.684
H -0.281 1.240 8.372
H -0.198 0.296 6.158
H -2.664 1.050 5.231
H -4.145 -0.673 6.114
H -4.187 -2.966 4.944
H -2.691 -3.419 2.994
H -1.090 -1.692 2.240
H 4.082 2.144 0.171
H 5.246 1.356 1.231
H 5.406 1.367 -0.508
H 5.728 -2.828 -1.900
H 7.887 -3.955 -1.567
H 9.385 -3.240 0.385
H 8.809 -1.257 1.709
H 6.321 -0.682 1.791
H 1.342 -2.871 -1.783
H 0.740 -5.275 -2.354
H 2.220 -7.062 -1.257
H 4.270 -6.437 -0.095
H 4.890 -4.184 0.197
H 1.040 4.099 -1.917
H 2.477 3.088 -2.272
H 1.344 3.745 -3.537
H 0.336 0.659 -5.950
H -0.309 1.913 -8.135
H -1.022 4.240 -7.922
H -1.161 5.439 -5.796
H -0.914 4.017 -3.635
H -1.390 -2.042 -2.004
H -3.011 -3.660 -2.919
H -4.653 -2.977 -4.611
H -4.206 -0.716 -5.918
H -2.625 0.791 -5.077
O -8.544 1.237 -1.229
C -8.053 0.271 -0.600
O -8.720 -0.673 -0.123
C -6.620 0.257 -0.255
C -5.973 -0.788 0.503
C -4.622 -0.650 0.678
N -3.948 0.408 0.277
C -4.535 1.476 -0.207
C -5.905 1.415 -0.558
C -3.719 2.802 -0.365
O -4.286 3.745 -0.943
O -2.481 2.743 0.021
H -6.581 -1.630 0.879
H -4.049 -1.436 1.208
H -6.331 2.281 -1.102
O -1.256 -5.925 0.372
C -1.686 -5.253 -0.442